C35H39FeN4P as an isolated structure, computed with ωB97M-V/def2-TZVPD.

Values from the calculation:
Frontier orbital gap (alpha / beta)   7.25 / 7.24 eV
Expectation value of S²   6.03
Net charge   0
HOMO energy (alpha / beta)   -6.62 / -6.72 eV
Spin multiplicity   5

XYZ file:
```
80
C35H39FeN4P (ωB97M-V/def2-TZVPD)
Fe -0.528 -0.219 -0.359
C -0.593 -3.232 2.510
C -1.242 -3.771 1.237
C -2.102 -2.713 0.526
N -1.476 -2.037 -0.594
C -1.603 -2.520 -1.814
C -2.109 -3.813 -2.075
C -2.242 -4.537 -3.245
C -1.959 -4.202 -4.559
C -1.504 -2.962 -4.982
C -1.238 -1.813 -4.267
C -1.282 -1.523 -2.881
N -1.060 -0.314 -2.411
C -1.013 0.817 -3.307
C -1.024 2.133 -2.528
C -2.047 2.224 -1.394
N -1.563 1.550 -0.201
C -2.035 1.850 0.987
C -3.146 2.714 1.178
C -3.623 3.350 2.303
C -3.124 3.377 3.600
C -2.043 2.642 4.052
C -1.290 1.668 3.420
C -1.357 1.129 2.113
N -0.710 0.040 1.748
C 0.024 -0.708 2.752
C 0.429 -2.103 2.277
H -0.110 -4.054 3.044
H -1.386 -2.872 3.174
H -1.861 -4.637 1.488
H -0.474 -4.131 0.545
H -2.353 -1.933 1.250
H -3.059 -3.142 0.206
H -2.391 -4.368 -1.189
H -2.623 -5.543 -3.096
H -2.121 -4.962 -5.311
H -1.342 -2.861 -6.052
H -0.925 -0.981 -4.884
H -1.879 0.784 -3.983
H -0.126 0.796 -3.960
H -1.202 2.950 -3.233
H -0.038 2.319 -2.091
H -3.005 1.790 -1.714
H -2.232 3.282 -1.176
H -3.712 2.914 0.278
H -4.506 3.957 2.129
H -3.619 4.026 4.311
H -1.754 2.823 5.083
H -0.529 1.228 4.050
H -0.558 -0.798 3.678
H 0.941 -0.158 3.025
H 1.367 -2.361 2.775
H 0.673 -2.049 1.211
C 2.528 0.654 -2.300
P 1.823 0.506 -0.619
C 1.880 2.202 0.038
C 2.099 3.306 -0.781
C 2.013 4.593 -0.267
C 1.708 4.790 1.070
C 1.496 3.695 1.897
C 1.581 2.412 1.384
C 3.182 -0.356 0.237
C 4.225 0.318 0.870
C 5.258 -0.388 1.465
C 5.266 -1.775 1.423
C 4.241 -2.454 0.782
C 3.202 -1.747 0.197
H 3.469 1.205 -2.295
H 1.817 1.134 -2.972
H 2.716 -0.355 -2.669
H 2.328 3.176 -1.830
H 2.183 5.441 -0.917
H 1.629 5.793 1.467
H 1.243 3.838 2.939
H 1.399 1.566 2.034
H 4.223 1.400 0.907
H 6.059 0.144 1.961
H 6.072 -2.326 1.890
H 4.243 -3.536 0.743
H 2.401 -2.285 -0.300
```



C35H39I2N8NaO3S2 as an isolated structure, computed with ωB97M-V/def2-TZVPD.

Values from the calculation:
Frontier orbital gap   6.80 eV
Net charge   0
HOMO energy   -6.76 eV
Relative energy (zero: lowest compared OMol25 entry of this formula, charge and spin)   36.3 kJ/mol

XYZ file:
```
90
C35H39I2N8NaO3S2 (ωB97M-V/def2-TZVPD)
Na 0.196 -0.263 0.030
O -0.401 -2.252 0.644
S -1.427 -3.319 0.827
C -2.888 -2.492 1.507
C -3.355 -1.277 0.721
C -4.193 -0.329 1.583
C -3.429 0.400 2.688
S -2.101 1.547 2.193
O -1.075 0.745 1.462
C -3.026 2.473 0.973
C -3.952 3.414 1.413
C -4.672 4.136 0.476
C -4.456 3.920 -0.881
C -3.523 2.985 -1.300
C -2.798 2.248 -0.370
C -2.064 -3.670 -0.808
C -2.974 -4.710 -0.961
C -3.465 -4.998 -2.223
C -3.028 -4.262 -3.318
C -2.106 -3.241 -3.151
C -1.618 -2.931 -1.887
H -2.564 -2.228 2.517
H -3.664 -3.254 1.608
H -3.952 -1.605 -0.131
H -2.489 -0.751 0.316
H -4.999 -0.889 2.070
H -4.683 0.408 0.946
H -2.928 -0.281 3.381
H -4.113 1.002 3.292
H -4.094 3.597 2.472
H -5.392 4.875 0.803
H -5.015 4.491 -1.611
H -3.352 2.815 -2.356
H -2.072 1.505 -0.690
H -3.283 -5.298 -0.103
H -4.174 -5.805 -2.355
H -3.403 -4.494 -4.307
H -1.759 -2.666 -4.000
H -0.901 -2.128 -1.758
I -2.271 0.474 -4.517
C -0.936 1.832 -3.678
C -0.682 3.034 -4.355
C 0.185 3.966 -3.857
I 0.489 5.725 -4.933
C 0.858 3.714 -2.627
C 1.773 4.610 -2.031
C 2.374 4.276 -0.850
C 2.056 3.040 -0.263
N 1.211 2.181 -0.775
C 0.606 2.499 -1.946
C -0.332 1.499 -2.462
O -0.540 0.431 -1.810
H -1.192 3.216 -5.292
H 1.987 5.552 -2.518
H 3.077 4.940 -0.367
H 2.525 2.767 0.677
N 5.342 -3.044 -1.626
C 4.224 -2.339 -2.015
C 3.055 -2.339 -1.234
N 1.964 -1.695 -1.598
C 2.008 -1.063 -2.780
C 3.158 -1.071 -3.547
N 4.274 -1.693 -3.172
H 5.460 -3.205 -0.640
H 6.186 -2.773 -2.105
H 3.025 -2.892 -0.300
H 1.114 -0.549 -3.095
H 3.182 -0.547 -4.496
C 3.449 -0.098 1.533
N 2.046 -0.264 1.934
C 1.913 -1.571 2.594
N 2.799 -1.697 3.755
C 4.176 -1.495 3.302
N 4.369 -0.189 2.667
C 3.996 0.846 3.635
N 2.614 0.704 4.096
C 1.731 0.769 2.930
C 2.473 -0.624 4.697
H 3.569 0.873 1.052
H 3.702 -0.870 0.804
H 2.142 -2.358 1.874
H 0.877 -1.696 2.910
H 4.431 -2.279 2.584
H 4.848 -1.577 4.159
H 4.116 1.827 3.169
H 4.666 0.786 4.495
H 1.819 1.753 2.464
H 0.696 0.638 3.247
H 1.443 -0.751 5.038
H 3.138 -0.695 5.560
```